# 1
{
  "formula": "C30H34N4O4ReS2",
  "method": "ωB97M-V/def2-TZVPD",
  "spin_multiplicity": 4,
  "total_energy_ev": -69611.3696,
  "e_lumo_ha": [-0.01690, -0.03750],
  "charge": 0,
  "symbols": ["Re", "C", "C", "C", "N", "C", "C", "C", "C", "C", "C", "C", "N", "C", "C", "C", "N", "C", "C", "C", "C", "C", "C", "C", "N", "C", "C", "H", "H", "H", "H", "H", "H", "H", "H", "H", "H", "H", "H", "H", "H", "H", "H", "H", "H", "H", "H", "H", "H", "H", "H", "H", "H", "O", "S", "O", "O", "S", "C", "C", "O", "C", "C", "C", "C", "C", "C", "H", "H", "H", "H", "H", "H", "H", "H"],
  "xyz": [[14.203, 12.397, 6.733], [16.359, 12.858, 10.007], [17.133, 11.648, 9.464], [16.847, 11.213, 8.049], [16.247, 12.303, 7.214], [17.055, 13.240, 6.787], [18.436, 13.262, 7.025], [19.425, 14.118, 6.630], [19.481, 15.078, 5.623], [18.346, 15.497, 4.978], [16.996, 15.179, 5.198], [16.373, 14.282, 6.012], [14.998, 14.189, 6.051], [14.268, 15.191, 5.317], [12.729, 15.238, 5.269], [12.023, 13.879, 5.276], [12.320, 13.187, 6.558], [11.601, 13.431, 7.676], [10.539, 14.295, 7.692], [9.667, 14.616, 8.723], [9.487, 14.139, 9.985], [10.364, 13.252, 10.587], [11.564, 12.692, 10.143], [12.222, 12.831, 8.878], [13.458, 12.378, 8.674], [14.125, 11.571, 9.779], [14.999, 12.468, 10.641], [17.064, 13.200, 10.823], [16.208, 13.719, 9.288], [18.193, 11.903, 9.582], [16.998, 10.788, 10.172], [17.723, 10.911, 7.484], [16.118, 10.336, 8.006], [18.687, 12.502, 7.793], [20.460, 13.861, 7.031], [20.404, 15.577, 5.377], [18.476, 16.268, 4.179], [16.421, 15.650, 4.432], [14.671, 16.157, 5.722], [14.573, 15.130, 4.250], [12.271, 15.776, 6.120], [12.548, 15.872, 4.402], [10.983, 14.095, 5.118], [12.335, 13.236, 4.493], [10.395, 14.891, 6.771], [8.988, 15.370, 8.386], [8.596, 14.417, 10.519], [10.154, 13.053, 11.636], [12.205, 12.184, 10.873], [13.371, 11.125, 10.402], [14.656, 10.726, 9.355], [14.419, 13.341, 10.901], [15.248, 11.884, 11.530], [12.500, 9.640, 4.581], [13.770, 9.913, 5.227], [14.740, 8.844, 5.151], [13.581, 10.411, 6.708], [14.453, 11.634, 4.412], [7.779, 12.590, 5.942], [7.262, 11.285, 5.471], [6.370, 11.196, 4.669], [7.807, 10.017, 6.099], [8.684, 9.987, 7.195], [9.162, 8.760, 7.688], [8.721, 7.555, 7.177], [7.908, 7.583, 6.021], [7.449, 8.791, 5.501], [7.504, 13.352, 5.195], [8.864, 12.609, 6.129], [7.224, 12.783, 6.887], [9.027, 10.886, 7.699], [9.796, 8.783, 8.598], [9.143, 6.580, 7.405], [7.709, 6.597, 5.605], [6.879, 8.795, 4.615]]
}

# 2
{
  "formula": "C30H34N4OPdS2Si",
  "method": "ωB97M-V/def2-TZVPD",
  "total_energy_ev": -72699.7067,
  "e_lumo_ha": -0.02123,
  "charge": 0,
  "symbols": ["Pd", "C", "C", "N", "C", "C", "C", "S", "N", "C", "O", "C", "C", "C", "C", "C", "C", "H", "H", "H", "H", "H", "H", "H", "H", "H", "H", "H", "H", "H", "H", "H", "C", "C", "C", "C", "C", "C", "Si", "C", "C", "C", "C", "C", "C", "H", "H", "H", "H", "H", "H", "H", "H", "H", "H", "H", "C", "C", "C", "C", "N", "C", "S", "N", "C", "H", "H", "H", "H", "H", "H", "H", "H"],
  "xyz": [[0.385, -0.953, -0.914], [5.084, -0.635, 1.516], [4.883, -2.146, 1.505], [4.219, -2.644, 0.297], [5.067, -3.230, -0.736], [5.605, -2.200, -1.721], [2.887, -2.508, 0.125], [2.152, -3.013, -1.327], [2.288, -1.914, 1.208], [0.990, -1.849, 1.419], [0.028, -2.276, 0.696], [0.597, -1.129, 2.687], [1.535, -0.802, 3.663], [1.145, -0.121, 4.807], [-0.185, 0.238, 4.988], [-1.125, -0.091, 4.020], [-0.734, -0.770, 2.875], [5.577, -0.334, 2.442], [4.120, -0.131, 1.456], [5.702, -0.310, 0.679], [4.302, -2.448, 2.374], [5.848, -2.650, 1.560], [4.483, -3.977, -1.267], [5.887, -3.741, -0.229], [4.778, -1.650, -2.169], [6.156, -2.700, -2.519], [6.280, -1.494, -1.235], [2.567, -1.085, 3.508], [1.879, 0.123, 5.564], [-0.488, 0.763, 5.885], [-2.166, 0.176, 4.156], [-1.458, -1.043, 2.120], [-4.667, 0.592, 1.672], [-4.427, -0.773, 1.736], [-3.573, -1.374, 0.820], [-2.936, -0.624, -0.170], [-3.202, 0.746, -0.228], [-4.059, 1.353, 0.680], [-1.764, -1.446, -1.392], [-2.474, -1.165, -3.108], [-3.434, -2.101, -3.508], [-4.124, -1.960, -4.703], [-3.861, -0.876, -5.528], [-2.909, 0.060, -5.151], [-2.223, -0.084, -3.952], [-5.337, 1.061, 2.382], [-4.906, -1.371, 2.500], [-3.380, -2.438, 0.888], [-2.758, 1.348, -1.017], [-4.264, 2.415, 0.605], [-1.820, -2.903, -1.147], [-3.643, -2.960, -2.878], [-4.860, -2.699, -4.992], [-4.393, -0.764, -6.465], [-2.693, 0.903, -5.795], [-1.474, 0.648, -3.685], [-0.876, 2.733, 2.031], [-0.497, 3.055, 0.628], [-0.482, 4.303, 0.068], [-0.099, 4.420, -1.280], [0.265, 3.379, -2.012], [0.256, 2.163, -1.458], [0.774, 0.790, -2.335], [-0.134, 2.023, -0.159], [-0.102, 5.746, -1.969], [-1.087, 3.641, 2.590], [-0.076, 2.180, 2.526], [-1.759, 2.091, 2.034], [-0.757, 5.170, 0.650], [-0.189, 1.052, 0.171], [-0.126, 6.572, -1.260], [-0.985, 5.811, -2.608], [0.771, 5.829, -2.612]]
}

# 3
{
  "formula": "C30H35BCdN6OS2",
  "method": "ωB97M-V/def2-TZVPD",
  "total_energy_ev": -69578.9232,
  "e_lumo_ha": -0.00028,
  "charge": 0,
  "symbols": ["Cd", "C", "C", "C", "C", "C", "C", "H", "H", "H", "H", "H", "H", "O", "C", "C", "C", "C", "C", "C", "C", "C", "N", "H", "H", "H", "H", "H", "H", "H", "H", "H", "H", "H", "C", "N", "C", "C", "N", "B", "N", "C", "C", "N", "C", "C", "S", "C", "S", "H", "H", "H", "H", "H", "H", "H", "H", "H", "H", "H", "H", "C", "C", "C", "C", "C", "C", "C", "C", "N", "H", "H", "H", "H", "H", "H"],
  "xyz": [[9.963, 12.833, 9.136], [13.206, 11.150, 8.913], [13.755, 12.383, 8.530], [13.777, 13.448, 9.440], [13.238, 13.299, 10.733], [12.686, 12.072, 11.103], [12.681, 10.998, 10.203], [13.173, 10.318, 8.204], [14.148, 12.538, 7.514], [14.232, 14.395, 9.141], [13.235, 14.125, 11.443], [12.282, 11.955, 12.104], [12.269, 10.035, 10.521], [7.907, 13.002, 6.954], [7.383, 12.567, 5.638], [6.621, 11.247, 5.760], [7.259, 10.241, 6.722], [8.681, 9.936, 6.357], [9.031, 8.705, 5.771], [10.353, 8.473, 5.393], [11.315, 9.482, 5.600], [10.898, 10.661, 6.206], [9.621, 10.889, 6.592], [8.652, 12.318, 7.009], [8.218, 12.518, 4.916], [6.707, 13.351, 5.263], [6.546, 10.807, 4.748], [5.585, 11.467, 6.065], [6.734, 9.275, 6.715], [7.210, 10.605, 7.755], [8.232, 7.975, 5.622], [10.616, 7.530, 4.919], [12.361, 9.328, 5.331], [11.618, 11.455, 6.392], [11.232, 7.732, 10.419], [10.488, 8.552, 11.393], [10.515, 8.375, 12.799], [9.592, 9.211, 13.298], [8.984, 9.929, 12.269], [7.754, 10.846, 12.561], [7.115, 11.420, 11.290], [6.032, 10.848, 10.598], [5.529, 11.745, 9.729], [6.311, 12.917, 9.868], [6.098, 14.207, 9.199], [7.318, 12.696, 10.796], [8.529, 13.773, 11.157], [9.547, 9.549, 11.058], [9.290, 10.049, 9.506], [12.273, 7.633, 10.756], [11.180, 8.203, 9.427], [10.808, 6.722, 10.369], [11.180, 7.653, 13.286], [9.275, 9.419, 14.315], [6.952, 10.220, 13.213], [8.127, 11.750, 13.256], [5.739, 9.813, 10.785], [4.706, 11.698, 9.011], [5.178, 14.155, 8.603], [6.943, 14.414, 8.531], [6.031, 15.018, 9.936], [10.696, 14.546, 7.859], [10.437, 15.756, 8.596], [11.382, 16.267, 9.553], [11.117, 17.425, 10.262], [9.907, 18.103, 10.049], [8.955, 17.627, 9.137], [9.215, 16.484, 8.418], [9.641, 19.300, 10.799], [9.445, 20.268, 11.401], [11.753, 14.280, 7.740], [10.072, 14.385, 6.973], [12.333, 15.745, 9.709], [11.843, 17.842, 10.969], [8.029, 18.197, 9.019], [8.478, 16.118, 7.696]]
}